(1)
C5H8O2 as an isolated structure. Source: OMol25; level of theory: ωB97M-V/def2-TZVPD.

Each line ends with the natural charge from an NBO analysis.
Geometry (Å):
C1 0.61844 -1.29996 -1.16827  -0.642
C2 0.31936 -0.94258 0.28656  0.078
O1 1.41842 -0.15042 0.80951  -0.514
C3 0.54702 0.93930 1.02001  0.078
C4 -0.21387 1.36262 -0.23654  -0.486
C5 -0.68572 0.22365 0.61195  0.188
O2 -1.88907 0.06386 1.27704  -0.682
H1 0.22834 -0.51035 -1.81971  0.202
H2 1.70111 -1.29712 -1.34205  0.235
H3 0.20657 -2.26151 -1.48321  0.216
H4 0.11782 -1.80577 0.93076  0.196
H5 0.77753 1.61165 1.83923  0.207
H6 0.13271 1.08800 -1.23052  0.212
H7 -0.68270 2.34080 -0.21564  0.231
H8 -2.61634 0.39537 0.73535  0.480

Computed properties:
**Energy above the lowest of the compared OMol25 structures with the same formula, charge and spin**: 65.82 kcal per mole
**Multiplicity**: 1
**E_LUMO**: 0.8 eV
**Total charge**: 0
**HOMO**: -0.33250 Ha

(2)
C18H14ClNO3 as an isolated structure in a non-equilibrium geometry. Source: OMol25; level of theory: ωB97M-V/def2-TZVPD.

Each line ends with the natural charge from an NBO analysis.
Geometry (Å):
C1 1.88329 2.29797 6.39940  -0.569
C2 2.23474 1.25831 5.27651  -0.085
O1 1.41958 1.32411 4.14896  -0.449
C3 1.46843 0.56372 3.22823  0.293
C4 0.55583 0.94319 2.21372  -0.196
C5 0.52182 -0.08935 1.22424  -0.044
C6 -0.46209 0.00825 0.23476  -0.141
C7 -0.17021 -0.76871 -1.05252  -0.063
C8 0.83739 -1.79431 -0.96437  0.204
N1 1.54330 -1.97399 -0.03310  -0.444
C9 1.68521 -1.32810 1.07370  0.193
C10 2.63169 -1.33705 2.13787  -0.147
C11 2.38234 -0.31179 3.16562  -0.317
H1 3.18016 -0.76238 3.96138  0.245
H2 3.25199 -2.05081 1.99192  0.204
Cl1 0.81350 -3.03305 -2.14179  -0.018
C12 -1.31177 -0.65426 -2.13801  -0.173
C13 -2.38386 -0.06850 -2.09877  -0.251
C14 -3.18731 -0.03195 -3.44553  0.442
O2 -4.46365 0.15491 -3.05494  -0.594
C15 -2.68370 -0.12979 -4.65841  0.029
C16 -3.48457 -0.47474 -5.67452  -0.084
C17 -2.53523 -0.59747 -6.86786  -0.397
C18 -1.39168 -0.58496 -6.17480  0.266
O3 -1.17513 -0.23480 -5.09655  -0.343
H3 -0.36993 -0.53673 -6.78607  0.168
H4 -2.91809 -0.46583 -7.88352  0.256
H5 -4.45805 -0.39102 -5.96142  0.252
H6 -2.75280 0.38238 -1.15956  0.232
H7 -0.92448 -1.30354 -3.03016  0.214
H8 -0.93285 0.77343 0.03769  0.172
H9 -0.05494 1.62363 2.31996  0.190
H10 3.34094 1.33758 5.04095  0.184
H11 2.13442 0.39065 5.91904  0.182
H12 2.59150 2.35286 7.31362  0.210
H13 2.15232 3.15871 5.87950  0.202
H14 1.03190 2.35343 6.65484  0.176

Computed properties:
**Energy above the lowest of the compared OMol25 structures with the same formula, charge and spin**: 321.83 kcal per mole
**Multiplicity**: 1
**E_LUMO**: -0.8 eV
**Total charge**: 0
**HOMO**: -0.29880 Ha

(3)
C21H27Cl3CrF6N3O24 as an isolated structure in a non-equilibrium geometry. Source: OMol25; level of theory: ωB97M-V/def2-TZVPD.

Each line ends with the Löwdin charge.
Geometry (Å):
Cr1 -1.20032 0.07189 2.02697  0.217
Cl1 0.25394 -0.61872 0.30861  0.010
Cl2 0.19138 -0.35588 4.04225  -0.062
Cl3 -3.02558 -1.47623 1.88929  -0.027
C1 3.96028 -1.33948 1.70122  0.051
N1 4.10829 -0.46079 2.89991  -0.383
O1 3.73474 0.73860 2.79398  0.010
O2 4.75278 -0.94634 3.82385  0.077
H1 4.37664 -2.30596 1.98521  0.097
H2 4.59037 -0.77851 1.01100  0.084
H3 2.91609 -1.49413 1.42943  0.066
C2 -2.41049 -3.76601 -1.98256  0.049
N2 -3.76983 -3.16936 -1.96409  -0.440
O3 -4.57259 -3.87749 -1.40568  0.061
O4 -4.01692 -2.08187 -2.48921  0.049
H4 -2.48044 -4.75322 -2.43932  0.109
H5 -1.93334 -3.50742 -1.03728  0.101
H6 -1.86698 -3.15260 -2.70118  0.076
C3 3.85920 1.45904 -1.08591  0.053
N3 4.92824 2.35394 -0.47174  -0.420
O5 4.93703 3.49296 -0.89884  0.057
O6 5.81827 1.87166 0.20872  0.057
H7 4.25805 0.44859 -0.99640  0.075
H8 3.63083 1.73892 -2.11431  0.097
H9 2.92060 1.47017 -0.53184  0.081
C4 -3.77683 2.81447 -2.34019  0.003
C5 -4.95413 2.19493 -1.54663  -0.388
O7 -4.30233 1.29813 -0.84694  0.189
C6 -3.14275 1.80041 -0.47085  -0.438
O8 -2.37590 1.20843 0.32678  0.001
O9 -2.87691 2.90947 -1.21047  0.076
F1 -5.73109 1.56506 -2.42907  0.104
H10 -3.91917 3.78403 -2.81746  0.151
H11 -3.34224 1.99882 -2.91807  0.123
H12 -5.54260 2.89380 -0.95215  0.180
C7 3.12154 3.66115 2.01696  -0.022
C8 2.48810 3.93512 3.34825  -0.281
O10 1.22129 3.28564 3.33136  0.182
C9 0.89462 2.87729 2.18170  -0.510
O11 -0.19003 2.25778 1.95593  -0.008
O12 1.96285 3.05329 1.38345  0.079
F2 2.24060 5.23164 3.60536  0.090
H13 3.86073 2.91544 2.30952  0.103
H14 3.68180 4.43823 1.49698  0.149
H15 3.06382 3.49985 4.16507  0.176
C10 -4.40243 3.46875 5.13184  -0.037
C11 -3.66069 4.35014 4.09082  -0.329
O13 -2.71965 3.54165 3.54659  0.215
C12 -3.02367 2.29793 3.73868  -0.501
O14 -2.62300 1.34176 3.09267  0.010
O15 -4.00013 2.24408 4.62176  0.120
F3 -3.30039 5.48332 4.73063  0.085
H16 -5.46918 3.68976 5.09588  0.146
H17 -3.97948 3.66178 6.11770  0.147
H18 -4.47096 4.65232 3.42731  0.173
C13 2.25470 -3.13736 -2.20254  -0.063
C14 2.40590 -1.81643 -2.89184  -0.379
O16 1.33721 -1.79730 -3.68703  0.176
C15 0.85515 -2.92755 -3.93310  -0.595
O17 0.14049 -3.30275 -4.84425  0.154
O18 1.23153 -3.74391 -2.93280  0.092
F4 3.56205 -1.72708 -3.54497  0.116
H19 1.96814 -2.92766 -1.17200  0.122
H20 3.18376 -3.70205 -2.28051  0.150
H21 2.30463 -1.03649 -2.13716  0.149
C16 0.16828 0.79935 -4.95248  -0.105
C17 -1.24313 1.08204 -4.52200  -0.367
O19 -1.08530 2.13117 -3.62732  0.101
C18 0.26740 2.24855 -3.24092  -0.331
O20 0.78739 2.92974 -2.31611  0.116
O21 1.04353 1.29037 -3.97173  0.046
F5 -1.69914 0.02313 -3.89893  0.109
H22 0.50597 1.10363 -5.94318  0.142
H23 0.36682 -0.26559 -5.07331  0.123
H24 -1.98342 1.22390 -5.30936  0.179
C19 0.45262 -6.22038 0.52435  -0.088
C20 0.59499 -6.59904 1.92873  -0.331
O22 0.51157 -5.39797 2.60133  0.195
C21 0.29667 -4.39973 1.85613  -0.549
O23 0.32199 -3.23396 2.25450  0.071
O24 0.28362 -4.84210 0.56929  0.071
F6 1.74123 -7.28961 2.16419  0.087
H25 -0.39845 -6.70141 0.04228  0.149
H26 1.39982 -6.51626 0.07337  0.148
H27 -0.26804 -7.16349 2.28187  0.176

Computed properties:
**Energy above the lowest of the compared OMol25 structures with the same formula, charge and spin**: 23.29 kcal per mole
**Multiplicity**: 4
**E_LUMO (spin up / spin down)**: -1.5 / 0.0 eV
**Total charge**: 0
**Expectation value of S²**: 3.85
**HOMO (spin up / spin down)**: -0.34189 / -0.34213 Ha

(4)
An isolated ion of composition C8H18NS and charge +1 in a non-equilibrium geometry. Source: OMol25; level of theory: ωB97M-V/def2-TZVPD.

Each line ends with the natural charge from an NBO analysis.
Geometry (Å):
C1 -1.80344 3.67598 -0.29043  -0.661
C2 -0.82900 2.58323 -0.19987  -0.104
C3 -0.89628 1.36017 -0.74370  -0.086
N1 0.30401 0.42126 -0.59174  -0.431
C4 1.17720 0.55513 -1.75408  -0.404
C5 -0.14228 -0.99763 -0.42330  -0.087
S1 -1.85294 -1.00258 0.47126  -0.081
C6 0.90638 -1.68586 0.47833  -0.274
C7 0.99587 -0.97688 1.81532  -0.666
C8 0.68825 -3.19796 0.66955  -0.635
H1 -1.44582 4.45540 -0.97417  0.256
H2 -2.01895 4.12773 0.72353  0.252
H3 -2.65297 3.42371 -0.80997  0.233
H4 0.01000 2.77010 0.46093  0.205
H5 -1.71859 0.91319 -1.16215  0.235
H6 0.69174 0.59885 0.38167  0.482
H7 0.62071 0.68868 -2.61304  0.237
H8 1.65766 1.49678 -1.56465  0.233
H9 1.89365 -0.31679 -1.88110  0.241
H10 -0.43590 -1.56694 -1.24922  0.246
H11 -1.97003 -2.41804 0.53401  0.182
H12 1.83881 -1.48128 0.00824  0.213
H13 1.43902 -1.67598 2.49623  0.258
H14 1.68737 -0.10424 1.85430  0.209
H15 -0.08567 -0.68737 2.09253  0.241
H16 -0.04513 -3.47056 1.50489  0.230
H17 0.34184 -3.74122 -0.20703  0.226
H18 1.64450 -3.74689 0.97369  0.249

Computed properties:
**Energy above the lowest of the compared OMol25 structures with the same formula, charge and spin**: 22.88 kcal per mole
**Structure (SMILES)**: C/C=C/[N@H+](C)[C@H](S)C(C)C
**Multiplicity**: 1
**E_LUMO**: -2.7 eV
**Total charge**: +1
**HOMO**: -0.48118 Ha